1.
The following is a DFT calculation (wB97M-V/def2-TZVPD) of a cluster of 6 separate species, C38H51Cl7F8IN3O8 in total.

2S+1: 1
LUMO (eV): -1.503
Kohn-Sham gap (eV): 5.765

The geometry in XYZ format:
```
116
Properties=species:S:1:pos:R:3:forces:R:3
C 4.063 -3.257 1.552 0.0 0.1 0.5
O 3.103 -2.222 1.425 -0.1 -0.1 -0.1
C 2.868 -1.883 0.077 0.0 -0.3 0.1
C 2.051 -0.626 0.077 0.3 0.3 0.1
C 0.705 -0.603 -0.191 -0.6 -0.1 -0.1
C 0.049 -1.938 -0.494 0.4 0.0 0.2
C 0.247 -2.402 -1.938 0.1 -0.4 0.1
O -1.001 -2.843 -2.471 -0.2 0.2 0.0
C -0.915 -3.283 -3.796 0.3 0.0 -0.2
C -0.765 -4.791 -3.935 -0.1 0.1 -0.6
F -0.975 -5.060 -5.257 0.0 0.0 0.1
F 0.493 -5.213 -3.663 -0.1 0.0 0.3
C -1.787 -5.659 -3.166 0.4 -0.4 0.0
F -3.026 -5.264 -3.555 0.0 0.1 0.2
F -1.629 -6.929 -3.579 0.1 0.1 0.0
C -1.700 -5.648 -1.602 -0.6 -0.2 0.1
F -1.869 -6.912 -1.174 0.1 0.0 0.0
F -0.488 -5.242 -1.180 0.1 0.0 -0.2
C -2.818 -4.768 -0.946 0.6 0.4 0.4
F -2.272 -4.136 0.134 0.0 -0.1 0.0
F -3.800 -5.555 -0.489 -0.2 0.0 -0.3
C 0.017 0.633 -0.148 0.4 -0.1 -0.4
C -1.467 0.730 -0.402 -0.7 0.7 0.5
O -2.169 1.516 0.183 0.4 -0.8 -0.1
O -1.969 -0.122 -1.337 0.7 -0.2 0.1
C -3.066 -0.902 -0.900 0.1 0.0 -0.1
O -4.240 -0.280 -1.293 0.0 0.0 0.1
C -5.411 -0.844 -0.851 -0.3 0.0 0.0
C -5.475 -1.805 0.149 0.3 -0.1 0.0
C -6.693 -2.314 0.576 -0.2 -0.2 0.1
C -6.719 -3.326 1.694 0.5 0.5 -0.1
C -7.859 -1.853 -0.013 0.2 0.1 0.1
C -7.784 -0.894 -1.013 -0.3 -0.2 0.3
C -6.580 -0.376 -1.450 0.2 0.2 -0.5
C -6.547 0.701 -2.523 -0.2 0.0 0.2
C -7.084 2.018 -1.922 -0.1 -0.3 0.3
C -7.319 0.298 -3.786 0.0 0.3 -0.1
C 0.709 1.803 0.147 -0.2 0.1 0.0
C 0.054 3.156 0.175 -0.1 -0.1 -0.6
C 2.078 1.726 0.438 0.6 -0.2 -0.1
C 2.896 2.899 0.859 -0.2 0.5 0.4
C 3.112 2.853 2.400 -0.7 -0.4 0.2
N 1.946 2.208 3.061 0.2 -0.1 0.0
N 2.697 0.528 0.398 -0.1 0.0 -0.2
I 4.730 0.512 0.882 0.4 -0.2 0.1
H 5.067 -2.866 1.370 0.0 -0.1 -0.3
H 4.023 -3.597 2.584 0.0 0.0 0.0
H 3.833 -4.109 0.909 0.0 0.0 -0.2
H 2.342 -2.705 -0.410 0.0 0.1 -0.1
H 3.798 -1.734 -0.482 0.1 0.1 0.1
H 0.513 -2.660 0.175 -0.2 -0.1 0.0
H -1.001 -1.963 -0.261 -0.1 0.1 0.1
H 0.938 -3.250 -1.960 0.1 0.0 0.0
H 0.679 -1.617 -2.565 -0.2 0.1 -0.1
H -1.793 -2.985 -4.366 -0.2 0.0 0.2
H -0.053 -2.856 -4.317 0.0 0.0 0.0
H -3.192 -3.993 -1.608 -0.2 -0.1 -0.1
H -2.947 -1.868 -1.391 -0.1 0.0 -0.1
H -2.994 -1.054 0.180 -0.1 0.3 0.1
H -4.583 -2.180 0.633 0.1 0.0 0.0
H -6.615 -2.792 2.640 -0.2 -0.1 0.1
H -5.842 -3.967 1.619 -0.1 -0.2 0.0
H -7.631 -3.914 1.689 0.0 -0.1 0.1
H -8.814 -2.227 0.330 -0.1 0.0 -0.1
H -8.712 -0.533 -1.437 0.0 0.1 -0.1
H -5.507 0.850 -2.801 0.0 0.1 -0.1
H -6.283 2.582 -1.446 0.0 0.1 -0.1
H -7.809 1.808 -1.135 -0.1 0.0 0.0
H -7.598 2.623 -2.666 0.2 0.2 -0.1
H -7.641 1.200 -4.306 0.0 0.0 -0.1
H -8.214 -0.284 -3.573 0.0 -0.1 0.0
H -6.695 -0.247 -4.493 0.0 -0.3 0.1
H -0.809 3.162 -0.482 -0.2 0.1 0.2
H 0.720 3.919 -0.214 0.1 0.0 0.2
H -0.265 3.401 1.185 0.1 0.1 0.1
H 3.844 2.937 0.324 0.1 0.0 0.1
H 2.397 3.835 0.637 -0.2 -0.1 -0.2
H 3.157 3.873 2.768 0.4 0.1 -0.1
H 4.061 2.356 2.635 -0.6 0.5 0.1
H 1.645 2.778 3.841 -0.1 0.1 0.0
H 2.243 1.339 3.490 0.0 -0.1 0.0
C -3.142 4.605 2.206 -0.1 -0.1 0.1
C -3.286 5.579 3.368 0.0 -0.1 -0.1
C -2.891 7.008 2.975 0.0 -0.2 0.2
C -1.498 7.058 2.531 -0.2 0.2 0.0
N -0.408 7.097 2.177 0.2 -0.1 -0.1
H -2.107 4.540 1.871 0.0 0.0 0.0
H -3.453 3.604 2.503 0.0 0.0 0.0
H -3.756 4.910 1.357 0.0 0.0 0.0
H -2.665 5.246 4.201 0.0 0.1 0.0
H -4.317 5.583 3.723 0.0 0.1 0.0
H -3.009 7.688 3.820 0.0 0.0 0.0
H -3.523 7.369 2.163 0.0 0.0 0.0
C 8.542 -3.172 -2.047 -0.1 -0.1 -0.1
O 8.090 -2.011 -1.344 0.0 0.0 0.0
C 9.072 -1.308 -0.770 -0.1 0.1 0.1
O 10.242 -1.580 -0.808 0.0 0.0 0.0
O 8.526 -0.263 -0.154 -0.1 0.1 0.0
C 9.463 0.593 0.518 0.1 0.2 0.2
H 7.653 -3.641 -2.459 -0.1 0.1 0.0
H 9.215 -2.894 -2.855 0.1 0.0 0.0
H 9.039 -3.862 -1.370 0.1 0.0 0.0
H 10.173 1.016 -0.191 0.0 -0.1 0.0
H 9.991 0.048 1.297 0.0 -0.1 -0.1
H 8.886 1.395 0.965 -0.1 -0.1 0.0
C 4.608 3.985 6.671 0.0 0.2 0.1
Cl 4.622 2.214 6.683 0.0 0.0 0.0
Cl 5.532 4.570 5.320 -0.2 0.3 0.7
Cl 2.916 4.537 6.537 0.0 0.0 0.0
Cl 5.269 4.569 8.217 0.0 0.0 0.0
C 6.810 2.909 -1.764 0.4 0.0 0.1
Cl 7.029 3.205 -0.038 -0.3 0.0 -0.2
Cl 5.104 2.937 -2.261 -0.1 0.0 0.0
H 7.330 3.680 -2.320 -0.1 0.0 0.0
H 7.213 1.931 -2.004 -0.1 0.0 0.0
Cl 6.075 2.965 3.038 1.1 -0.7 -0.9
```
Positions in Å, forces in eV/Å.

Atom charges from the Löwdin analysis, given in e for atoms 1 to 5:
1. C -0.092
2. O -0.218
3. C -0.248
4. C -0.178
5. C -0.052



2.
The following is a DFT calculation (wB97M-V/def2-TZVPD) of an isolated molecule of C6H12S2.

2S+1: 1
SMILES string: CCS/C=C\SCC
LUMO (eV): 0.821
Kohn-Sham gap (eV): 9.181

The geometry in XYZ format:
```
20
Properties=species:S:1:pos:R:3:forces:R:3
C -3.170 -1.279 -0.587 -0.2 2.0 -0.6
C -2.126 -0.394 0.134 0.2 1.2 0.6
C -0.256 1.816 -0.194 -1.6 -0.8 -1.7
C 0.616 1.562 0.725 1.6 2.1 3.1
C 2.241 -0.360 -0.095 1.8 -1.2 -0.9
C 2.639 -1.881 -0.187 1.0 1.6 -0.3
H -2.706 -1.931 -1.323 0.0 -0.1 0.0
H -3.694 -1.853 0.164 -0.2 -0.2 0.0
H -3.911 -0.575 -1.133 1.1 -1.3 0.9
H -2.650 0.395 0.735 0.4 -0.8 -0.4
H -1.400 -0.901 0.800 -0.6 -0.1 -0.5
H -0.418 2.820 -0.526 -0.3 0.5 0.0
H 0.943 2.504 1.299 0.1 -1.6 -0.8
H 3.153 0.258 -0.082 -0.3 -0.2 0.3
H 1.746 -0.104 -1.008 -0.5 0.2 -0.5
H 1.859 -2.457 -0.606 -1.0 -0.5 -0.6
H 3.559 -2.030 -0.802 -0.7 0.3 0.3
H 2.849 -2.305 0.765 0.2 -0.2 1.0
S -1.131 0.579 -1.100 -0.5 -0.5 -0.7
S 1.194 0.008 1.284 -0.4 -0.2 0.7
```
Positions in Å, forces in eV/Å.

Atom charges from the natural (NBO) analysis, given in e for atoms 1 to 5:
1. C -0.620
2. C -0.500
3. C -0.343
4. C -0.370
5. C -0.542



3.
The following is a DFT calculation (wB97M-V/def2-TZVPD) of a cluster of 3 separate species, C13H33BNO6 in total.

2S+1: 1
Charge: -1
LUMO (eV): 2.569
Kohn-Sham gap (eV): 6.463

The geometry in XYZ format:
```
54
Properties=species:S:1:pos:R:3:forces:R:3
C -2.006 2.689 2.518 0.2 -0.1 0.0
C -1.589 2.973 1.073 -0.4 0.5 -0.9
O -2.275 3.789 0.457 0.6 -0.4 0.5
N -0.449 2.391 0.534 -0.3 -0.2 0.8
C -0.298 0.972 0.837 -0.3 0.0 -0.6
B 0.869 3.255 0.715 0.6 0.4 -0.3
C 1.345 3.528 2.279 0.0 -0.2 -0.3
C 2.150 2.406 2.924 -0.1 0.3 0.1
O 3.487 2.391 2.415 0.3 -0.1 0.3
H -3.057 2.426 2.586 -0.1 -0.1 0.0
H -1.855 3.622 3.058 -0.1 0.1 0.0
H -1.391 1.946 3.015 0.0 -0.1 0.1
H 0.750 0.687 0.852 0.1 0.2 0.2
H -0.756 0.390 0.026 -0.1 -0.1 0.0
H -0.786 0.640 1.756 0.1 -0.1 0.2
H 0.765 4.324 0.126 -0.2 0.0 0.1
H 1.776 2.631 0.155 -0.1 -0.1 0.0
H 2.010 4.397 2.270 0.0 0.1 0.1
H 0.532 3.790 2.967 -0.2 0.0 0.0
H 1.682 1.433 2.769 -0.1 -0.1 -0.1
H 2.228 2.545 4.009 0.1 0.0 0.1
H 3.584 1.615 1.867 -0.1 -0.1 -0.4
C 4.091 0.800 -1.043 -0.1 0.2 0.0
O 3.347 -0.105 -0.241 0.2 -0.2 0.0
C 2.345 -0.806 -0.950 -0.1 0.0 0.2
C 2.785 -2.204 -1.329 0.0 0.0 -0.1
O 3.880 -2.210 -2.234 0.0 0.0 0.0
C 5.130 -2.388 -1.600 0.0 0.0 0.0
H 4.984 1.070 -0.481 0.0 0.0 0.0
H 4.388 0.350 -1.994 0.0 0.0 0.0
H 3.506 1.706 -1.225 0.0 0.0 0.0
H 2.040 -0.246 -1.839 0.0 0.0 0.0
H 1.474 -0.882 -0.292 0.0 0.0 -0.1
H 1.953 -2.712 -1.827 0.0 0.0 0.0
H 3.037 -2.774 -0.428 0.0 0.0 0.0
H 5.282 -3.441 -1.334 0.0 0.0 0.0
H 5.219 -1.774 -0.702 0.0 0.0 0.0
H 5.904 -2.089 -2.307 0.0 0.0 0.0
C -4.638 -3.780 -2.394 0.0 0.0 0.0
O -5.009 -3.514 -1.055 0.0 0.1 0.0
C -3.901 -3.309 -0.193 -0.1 -0.1 0.1
C -3.592 -1.842 0.023 0.2 0.1 -0.1
O -3.195 -1.208 -1.177 -0.1 -0.2 -0.1
C -4.229 -0.464 -1.796 0.1 0.1 0.0
H -5.518 -3.625 -3.017 0.0 0.0 0.0
H -3.845 -3.112 -2.734 0.0 0.0 0.0
H -4.306 -4.819 -2.503 0.0 0.0 0.0
H -3.016 -3.822 -0.582 0.0 0.0 0.0
H -4.155 -3.760 0.771 0.0 0.0 0.0
H -2.758 -1.760 0.727 0.0 0.0 0.0
H -4.453 -1.329 0.463 0.0 0.0 0.0
H -4.362 0.498 -1.292 0.0 0.0 0.0
H -5.176 -1.009 -1.796 0.0 0.0 0.0
H -3.928 -0.279 -2.826 0.0 0.0 0.0
```
Positions in Å, forces in eV/Å.

Atom charges from the natural (NBO) analysis, given in e for atoms 1 to 5:
1. C -0.731
2. C 0.727
3. O -0.626
4. N -0.665
5. C -0.405



4.
The following is a DFT calculation (wB97M-V/def2-TZVPD) of an isolated molecule of C19H12FN5O.

2S+1: 1
SMILES string: Cc1ncnc(C#N)c1-c1ccc(Oc2nccc3[nH]ccc23)cc1F
LUMO (eV): -0.317
Kohn-Sham gap (eV): 7.921

The geometry in XYZ format:
```
38
Properties=species:S:1:pos:R:3:forces:R:3
N 2.345 -4.113 -2.283 0.9 0.5 1.6
F -0.017 -3.373 1.258 0.4 0.6 -0.1
C 2.836 -3.793 -1.278 -1.5 -0.7 -2.5
N 4.396 -4.071 0.432 0.1 -0.6 -0.7
N -1.589 2.130 0.455 -0.2 -1.8 -1.8
N 4.377 -2.872 2.415 0.0 0.1 0.2
O -1.937 0.301 -1.075 -0.2 0.4 0.6
C -3.921 1.984 -2.564 -0.1 0.9 -0.4
C -4.581 3.158 -2.922 0.8 -2.0 0.7
C 4.888 -3.817 1.638 -1.0 0.4 -0.2
C -1.897 3.392 0.776 -1.9 -0.1 -1.5
C 3.318 -3.401 -0.005 1.1 0.4 2.0
C -2.210 1.556 -0.614 0.4 1.8 1.8
C 3.300 -2.171 1.992 1.2 -0.1 1.0
C 0.449 0.165 -0.838 0.7 -0.3 -0.1
C -0.928 -1.487 0.158 -0.5 -0.9 0.6
C 1.602 -0.532 -0.413 -1.5 0.5 0.1
C -2.882 4.126 0.118 0.6 0.4 0.4
C 0.191 -2.194 0.631 -0.2 1.3 -1.2
C -0.834 -0.308 -0.563 2.2 -1.0 0.6
C -3.175 2.253 -1.325 -1.3 -0.2 -2.3
C 2.691 -2.399 0.768 0.6 -1.3 -0.2
C 1.478 -1.702 0.347 -0.7 -0.1 -0.2
C -3.491 3.570 -0.998 0.1 0.4 0.3
N -4.345 4.111 -1.948 0.2 -0.1 0.3
C 2.878 -1.087 2.946 -0.9 -0.6 -0.3
H -3.885 1.085 -3.182 -0.1 0.3 0.4
H -5.229 3.301 -3.784 0.3 0.3 0.4
H 5.715 -4.453 2.014 -0.6 0.7 -0.3
H -1.392 3.872 1.572 0.6 0.0 0.8
H 0.543 1.061 -1.430 0.1 0.2 0.0
H -1.907 -1.911 0.358 0.0 0.0 0.0
H 2.601 -0.150 -0.629 -0.4 -0.1 0.0
H -3.095 5.126 0.451 0.0 0.3 0.0
H -4.595 5.091 -2.023 0.1 -0.5 0.2
H 3.423 -0.189 2.730 0.4 0.5 -0.1
H 1.818 -0.862 2.852 -0.1 0.1 -0.1
H 3.065 -1.398 3.962 0.2 -0.1 0.2
```
Positions in Å, forces in eV/Å.

Atom charges from the natural (NBO) analysis, given in e for atoms 1 to 5:
1. N -0.254
2. F -0.313
3. C 0.251
4. N -0.415
5. N -0.492



5.
The following is a DFT calculation (wB97M-V/def2-TZVPD) of a structure of composition CHNO3.

2S+1: 1
LUMO (eV): -0.188
Kohn-Sham gap (eV): 9.326

The geometry in XYZ format:
```
6
Properties=species:S:1:pos:R:3:forces:R:3
C 0.622 -0.047 0.353 0.6 -3.2 1.5
N 0.308 -1.892 0.746 1.0 5.7 -0.6
O 0.488 -2.630 -0.149 0.0 -2.3 -1.2
O 1.584 0.425 0.816 -1.3 0.2 -0.9
O -0.052 -2.021 1.865 -0.6 -1.4 1.6
H -0.292 0.107 -0.221 0.3 1.0 -0.3
```
Positions in Å, forces in eV/Å.

Atom charges from the natural (NBO) analysis, given in e for atoms 1 to 5:
1. C 0.498
2. N 0.458
3. O -0.366
4. O -0.409
5. O -0.372



6.
The following is a DFT calculation (wB97M-V/def2-TZVPD) of an isolated molecule of C5H5N.

2S+1: 1
LUMO (spin up / spin down) (eV): -1.256 / -0.480
Kohn-Sham gap (spin up / spin down) (eV): 8.520 / 7.886

The geometry in XYZ format:
```
11
Properties=species:S:1:pos:R:3:forces:R:3
C -0.870 0.602 0.421 -1.3 -0.1 0.5
C 0.004 1.686 0.679 1.6 -1.8 -1.1
C -1.517 -0.373 0.058 0.8 1.9 1.2
C -2.145 -1.367 -0.538 -3.5 -2.0 -0.1
C 1.426 1.198 0.209 0.3 2.9 -0.1
N -0.260 2.821 1.054 -0.5 1.5 0.7
H -1.717 -1.493 -1.519 -0.5 -0.9 -0.4
H -3.228 -1.789 -0.190 3.1 1.0 -1.0
H 2.159 1.357 1.048 -0.6 -0.5 -1.0
H 1.711 1.899 -0.680 -0.3 -1.6 1.5
H 1.194 0.185 -0.067 1.0 -0.4 -0.3
```
Positions in Å, forces in eV/Å.

Atom charges from the natural (NBO) analysis, given in e for atoms 1 to 5:
1. C -0.010
2. C 0.056
3. C -0.036
4. C -0.391
5. C -0.631



7.
The following is a DFT calculation (wB97M-V/def2-TZVPD) of an isolated molecule of C5H8O2.

2S+1: 1
SMILES string: O[C@H]1C[C@@]2(O)C[C@@H]12
LUMO (eV): 0.761
Kohn-Sham gap (eV): 9.973

The geometry in XYZ format:
```
15
Properties=species:S:1:pos:R:3:forces:R:3
O -0.467 1.100 2.115 -0.1 0.3 -0.1
C 0.244 0.266 1.232 0.2 -0.2 -0.1
C -0.456 -1.007 0.687 -0.1 -0.1 0.1
C 0.108 -0.661 -0.683 -0.2 0.1 0.1
O 0.745 -1.651 -1.409 0.1 0.1 -0.2
C -0.540 0.569 -1.200 -0.1 0.0 -0.1
C 0.591 0.701 -0.182 0.3 0.1 0.1
H -0.665 1.923 1.656 -0.1 -0.1 0.1
H 1.177 -0.036 1.725 -0.2 0.1 0.0
H -0.076 -1.941 1.103 0.0 0.1 0.0
H -1.548 -0.985 0.754 0.2 0.0 -0.1
H 1.226 -1.239 -2.137 -0.1 -0.1 0.0
H -0.216 0.867 -2.198 -0.1 0.0 0.2
H -1.583 0.814 -0.983 0.2 -0.1 0.0
H 1.471 1.283 -0.446 -0.1 -0.2 0.0
```
Positions in Å, forces in eV/Å.

Atom charges from the natural (NBO) analysis, given in e for atoms 1 to 5:
1. O -0.715
2. C 0.112
3. C -0.436
4. C 0.274
5. O -0.677



Respective DFT total energy values: -6562.62882, -1032.13587, -1046.10550, -1180.11380, -319.02525, -248.06426, -345.72226 hartree.